a) The following is a DFT calculation (ωB97M-V/def2-TZVPD) of the molecule C4H4N2O2.

Geometry as XYZ:
```
12
Properties=species:S:1:pos:R:3
C 1.7773 0.8892 0.3421
C 1.6748 -0.3792 -0.1242
O 0.6167 -1.0188 -0.4813
C -0.5958 -0.5891 -0.2342
C -1.7639 -1.0022 0.2527
O -2.5933 0.0091 0.2340
N -2.1170 1.0753 -0.4388
N -0.7777 0.8959 -0.5089
H 1.0138 1.6029 0.4016
H 2.6238 1.6118 0.5465
H 2.6067 -1.0949 -0.3263
H -2.4654 -2.0001 0.3367
```

Computed properties:
SMILES: C=COc1conn1
HOMO-LUMO gap (eV): 9.5
HOMO level (eV): -9.102

b) The following is a DFT calculation (ωB97M-V/def2-TZVPD) of the molecule C4H4N2O2.

Geometry as XYZ:
```
12
Properties=species:S:1:pos:R:3
H 2.1031 -1.6440 -1.7611
N 2.3161 -0.7507 -1.2701
C 1.1560 -0.4822 -0.6431
C 0.8571 0.5984 0.2538
C -0.4432 0.6261 0.6723
O -0.7600 1.3987 1.6705
C -1.4971 -0.0637 0.0884
N -1.2609 -0.9517 -0.8545
O 0.1014 -1.3031 -1.1052
H 1.7230 1.0907 0.7719
H -1.7972 1.6185 1.6346
H -2.4983 -0.1371 0.5426
```

Computed properties:
SMILES: [H]/N=c1/cc(O)cno1
HOMO-LUMO gap (eV): 8.1
HOMO level (eV): -8.733

Least stable = a)